Computed, not measured: the ion C7H11N2O2S with charge +1 in a non-equilibrium geometry, with ωB97M-V/def2-TZVPD.

Geometry as XYZ:
```
23
Properties=species:S:1:pos:R:3:lowdin_charge:R:1
C 0.20931 0.27008 -2.46725 -0.1688
C -0.53335 1.33135 -2.13940 -0.3275
C 0.09127 -0.20478 -0.16058 -0.3476
C 1.43568 -0.08044 0.97280 -0.4312
C -3.42509 -0.58597 1.35463 -0.0396
C 3.72566 0.44028 0.79152 0.0238
C -1.45199 -0.56456 -0.09134 -0.2012
N 0.61295 -0.53381 -1.43617 -0.0164
N -2.02466 -0.81208 1.07424 -0.0487
O 1.30407 -0.23898 2.13743 0.1667
O 2.43130 0.21728 0.20648 -0.0256
S -0.80133 1.43432 -0.40038 1.1289
H 0.51553 0.02219 -3.46912 0.1375
H -0.94165 2.09089 -2.77273 0.0751
H -3.59804 0.45376 1.64426 0.0986
H -4.02629 -0.81810 0.47908 0.0992
H -3.72740 -1.22861 2.17868 0.0995
H 4.43438 0.34018 -0.02760 0.1066
H 3.92783 -0.29324 1.57098 0.1080
H 3.77341 1.44661 1.20895 0.1120
H -1.93744 -0.80253 -1.02321 0.1441
H -1.42789 -0.77657 1.89364 0.1517
H 1.43374 -1.10725 -1.52494 0.1552
```

Total charge: +1
Molecular weight, g mol⁻¹: 187.2
Kohn-Sham gap (spin up / spin down), eV: 8.581 / 8.581
Electronic energy, eV: -25339.1345
HOMO (spin up / spin down), eV: -11.85 / -11.85
Energy relative to the best compared isomer or geometry (same formula, charge and spin), kcal/mol: 22.7

---

Computed, not measured: the ion C7H11N2O2S with charge +1 in a non-equilibrium geometry, with ωB97M-V/def2-TZVPD.

Geometry as XYZ:
```
23
Properties=species:S:1:pos:R:3:lowdin_charge:R:1
C -3.07507 2.06831 0.13035 -0.0027
C -1.86613 1.23340 -0.02731 -0.2522
C -1.87524 -0.12052 -0.12944 0.0200
N -0.58768 -0.51224 -0.11735 -0.0309
C 0.17272 0.60029 -0.20523 -0.0967
N -0.56655 1.66479 0.04860 0.1814
S 2.38238 0.59292 0.20989 0.8087
O 2.39870 1.33694 1.42520 -0.2716
O 3.00130 1.07656 -0.99335 -0.2637
C 2.53245 -1.17621 0.48684 -0.2121
C 1.54989 -1.78721 -0.51820 -0.2202
C 0.03825 -1.82201 -0.22333 -0.1078
H -3.88205 1.76865 -0.54030 0.0992
H -3.42358 1.99263 1.14311 0.0892
H -2.89846 3.13037 -0.11393 0.1001
H -2.66571 -0.75429 0.15314 0.1458
H -0.17397 2.60273 0.02280 0.1970
H 2.23995 -1.28463 1.53596 0.1180
H 3.50082 -1.60992 0.14632 0.1404
H 1.74009 -2.94905 -0.62921 0.1769
H 1.78756 -1.21806 -1.42181 0.1129
H -0.20331 -2.43348 -1.06229 0.1259
H -0.12637 -2.39998 0.67954 0.1421
```

Total charge: +1
Molecular weight, g mol⁻¹: 187.2
Kohn-Sham gap, eV: 9.448
Electronic energy, eV: -25339.0116
HOMO, eV: -13.53
Energy relative to the best compared isomer or geometry (same formula, charge and spin), kcal/mol: 25.6

---

Computed, not measured: the molecule C7H11N2OPS in a non-equilibrium geometry, with ωB97M-V/def2-TZVPD.

Geometry as XYZ:
```
23
Properties=species:S:1:pos:R:3:lowdin_charge:R:1
C -3.17770 3.44729 2.07072 0.1218
C -2.75468 2.48592 1.45131 -0.1838
C -1.87980 1.70215 0.61008 -0.7294
C -2.15774 0.45950 0.16573 -0.1726
N -1.25529 -0.13461 -0.75797 -0.3069
C -1.71273 -1.40516 -1.34463 -0.1122
P 0.07371 0.70294 -1.33019 0.5420
O 0.41724 0.75418 -2.72069 -0.2884
N 1.37713 0.15246 -0.35150 -0.3760
C 2.72104 0.11243 -0.81129 -0.1127
C 1.23584 -0.05365 1.04555 -0.1449
S -0.73761 2.68515 -0.22256 0.7696
H -3.43226 4.22538 2.70738 0.0111
H -2.98002 -0.27841 0.41399 0.1498
H -0.89356 -1.67066 -2.10205 0.0877
H -2.00927 -2.24140 -0.68199 0.0823
H -2.56472 -1.29447 -2.21856 0.1332
H 2.55720 0.00363 -1.96644 0.1154
H 3.33148 1.01796 -0.58933 0.0984
H 3.01004 -0.73327 -0.30274 0.0467
H 0.17129 -0.14656 1.34358 0.0722
H 1.74076 -0.96328 1.45601 0.1009
H 1.57000 0.87406 1.56701 0.0959
```

Molecular weight, g mol⁻¹: 202.2
Kohn-Sham gap, eV: 8.702
Electronic energy, eV: -32586.7031
HOMO, eV: -8.02
Energy relative to the best compared isomer or geometry (same formula, charge and spin), kcal/mol: 14.4

---

Computed, not measured: a cluster of 2 separate species, C7H11N2PS in total in a non-equilibrium geometry, with ωB97M-V/def2-TZVPD.

Geometry as XYZ:
```
22
Properties=species:S:1:pos:R:3:lowdin_charge:R:1
C -2.06838 0.05093 -2.01074 -0.0553
C -1.77810 -1.28785 -1.73487 -0.0667
C -1.11120 1.07837 -1.77354 -0.0691
C -0.60117 -1.57745 -1.01806 -0.0618
C 0.07588 0.75175 -1.17176 -0.0545
C 0.29231 -0.56956 -0.66900 -0.3203
C 1.45737 -0.99365 0.16375 -0.3047
N -0.34729 -1.35190 2.37040 -0.2122
N 1.01009 1.82510 2.02599 0.0261
P 1.11175 -1.21176 1.96753 0.2272
S 2.61166 -1.53804 3.11293 0.2141
H -3.00921 0.23178 -2.55129 0.1073
H -2.38159 -2.02858 -1.98357 0.0522
H -1.23929 2.05274 -2.03848 0.0716
H -0.47460 -2.68743 -0.67602 0.1527
H 0.84674 1.54315 -0.89997 0.1319
H 1.56047 -2.03705 -0.10138 0.0723
H 2.38255 -0.46842 -0.07478 0.0984
H -1.06136 -0.96015 1.77840 -0.0081
H 0.68860 1.15040 1.29564 -0.0284
H 1.95006 1.87449 2.33629 0.0012
H 0.39198 1.88888 2.82892 0.0262
```

Molecular weight, g mol⁻¹: 186.2
Kohn-Sham gap, eV: 9.595
Electronic energy, eV: -30540.9983
HOMO, eV: -9.26
Energy relative to the best compared isomer or geometry (same formula, charge and spin), kcal/mol: 4.8

---

Computed, not measured: a cluster of 2 separate species, C7H11N2S in total in a non-equilibrium geometry, with ωB97M-V/def2-TZVPD.

Geometry as XYZ:
```
21
Properties=species:S:1:pos:R:3:lowdin_charge:R:1
C 3.12098 -1.50798 -0.28156 -0.0894
C 1.85509 -1.24935 0.21224 -0.0527
C 3.73608 -0.24664 -0.60973 -0.3056
C 1.45154 0.12788 0.19292 -0.4824
C -2.01500 -0.79406 -0.28793 -0.2989
C 0.07452 2.20000 0.60274 -0.0328
C 0.34065 0.72838 0.67300 -0.0962
N -1.98409 -2.02832 -0.80639 0.0742
N -3.07110 -0.08863 -0.51049 0.0580
S 2.71089 1.10440 -0.61921 1.1431
H 3.59331 -2.46639 -0.31113 0.1156
H 1.17153 -2.09090 0.57753 0.1573
H 4.74695 -0.32527 -0.94558 0.0842
H 0.92952 2.53644 0.07732 0.0162
H 0.00515 2.38386 1.65264 0.1016
H -0.85757 2.48885 0.07863 0.1114
H -0.44531 -0.01308 1.01154 0.0872
H -1.24035 -2.67194 -0.62245 0.0780
H -2.80080 -2.24660 -1.36811 0.0932
H -3.13943 0.89952 -0.20799 0.1110
H -3.83057 -0.46500 -1.13561 0.1269
```

Total charge: +1
Molecular weight, g mol⁻¹: 155.2
Kohn-Sham gap (spin up / spin down), eV: 6.229 / 6.229
Electronic energy, eV: -21243.4658
HOMO (spin up / spin down), eV: -11.68 / -11.68
Energy relative to the best compared isomer or geometry (same formula, charge and spin), kcal/mol: 60.8

---

Computed, not measured: the ion C7H11N2S2 with charge +1 in a non-equilibrium geometry, with ωB97M-V/def2-TZVPD.

Geometry as XYZ:
```
22
Properties=species:S:1:pos:R:3:lowdin_charge:R:1
C -0.69611 1.84942 -2.93113 -0.3814
C 1.59810 2.08984 -2.37943 -0.3332
C -0.37654 1.59469 -1.62600 -0.5006
C -0.08969 0.85083 1.55928 -0.4141
C -1.42133 1.18645 -0.74787 -0.2579
C -0.35267 -0.62691 1.06547 -0.4461
C 1.04584 -1.32992 1.15979 -0.0033
N 0.89352 1.76391 -1.32397 0.0318
N -1.06879 -0.69912 -0.15729 0.0968
S 0.61115 2.16429 -3.87923 1.1065
S -1.49956 1.80063 0.97151 0.9683
H -1.61758 1.94610 -3.32425 0.0529
H 2.74622 2.33325 -2.28226 0.1389
H 0.12792 0.88555 2.65245 0.1208
H 0.72064 1.21877 0.90513 0.0507
H -2.34044 1.05359 -1.23753 0.0882
H -0.99984 -1.06446 1.87162 0.1548
H 1.67766 -0.56113 0.73099 0.0763
H 1.03120 -2.25570 0.64419 0.0756
H 1.18494 -1.35292 2.21343 0.0823
H -2.00469 -1.03096 -0.14728 0.1278
H -0.63702 -1.28632 -0.88780 0.1650
```

Total charge: +1
Molecular weight, g mol⁻¹: 187.3
Kohn-Sham gap, eV: 8.431
Electronic energy, eV: -32079.6760
HOMO, eV: -12.78
Energy relative to the best compared isomer or geometry (same formula, charge and spin), kcal/mol: 38.3

---

Computed, not measured: the molecule C7H11N3O2S in a non-equilibrium geometry, with ωB97M-V/def2-TZVPD.

Geometry as XYZ:
```
24
Properties=species:S:1:pos:R:3:lowdin_charge:R:1
C 3.23878 0.10346 0.25952 -0.0282
C 1.79206 0.46175 0.09238 -0.2568
N 1.43210 1.75657 0.13510 0.1295
N 0.16116 1.77816 -0.05820 -0.2097
C -0.73510 2.93144 -0.07287 0.0035
C -0.37379 0.52797 -0.11005 -0.2362
C 0.65003 -0.38254 0.01283 -0.1878
N 0.58440 -1.79504 -0.02672 0.0064
C -0.71024 -2.37231 -0.37040 -0.2378
C -1.83799 -1.66995 0.40950 -0.2102
S -2.08015 0.07638 0.01709 0.6539
O -2.73112 0.31114 -1.18889 -0.2713
O -2.65086 0.67171 1.21391 -0.3228
H 3.35924 -0.65045 0.91610 0.0238
H 3.59287 -0.39492 -0.72722 0.1077
H 3.89066 0.95994 0.41435 0.0785
H -1.52278 2.72246 0.76139 0.1130
H -0.07263 3.83405 0.14140 0.1134
H -1.22007 2.98402 -1.04304 0.0850
H 1.16398 -2.10106 -0.79007 0.1203
H -0.80899 -3.51767 -0.13003 0.1515
H -0.78500 -2.35893 -1.44743 0.1112
H -2.80756 -2.14736 0.09037 0.1256
H -1.52900 -1.72883 1.50094 0.1374
```

Molecular weight, g mol⁻¹: 201.3
Kohn-Sham gap, eV: 9.249
Electronic energy, eV: -26835.7381
HOMO, eV: -8.65
Energy relative to the best compared isomer or geometry (same formula, charge and spin), kcal/mol: 34.4

---

Computed, not measured: the molecule C7H11N3O4 in a non-equilibrium geometry, with ωB97M-V/def2-TZVPD.

Geometry as XYZ:
```
25
Properties=species:S:1:pos:R:3:lowdin_charge:R:1
C 2.85336 -1.89944 -0.00021 0.0196
C 3.56483 -0.90093 -0.61726 -0.0615
C 1.55853 -1.39039 0.33143 -0.1960
C -0.46628 -0.95100 1.32742 -0.5826
C -3.39374 -0.92176 -0.91624 -0.0545
C -0.01437 2.94655 0.22327 -0.1163
C -2.41563 -0.36180 0.14665 -0.2274
N 2.70840 0.18719 -0.77805 0.1059
N 1.52030 -0.13821 -0.26952 -0.0991
N 0.55823 0.69903 -0.05286 0.0315
O 0.64092 -1.76400 1.23628 0.1546
O -0.77561 -0.45959 2.35712 0.1675
O -1.25722 -1.13134 0.24239 -0.0047
O 0.92831 2.08538 -0.38619 -0.2268
H 3.23783 -2.73485 0.46055 0.0864
H 4.53996 -0.84472 -0.86633 0.0726
H -3.28476 -2.00534 -0.91704 0.0747
H -4.38086 -0.80510 -0.61783 0.0420
H -3.28875 -0.70753 -1.98693 0.0783
H -0.99391 2.95468 -0.30432 0.0759
H 0.44976 3.97828 -0.04004 0.1116
H 0.02456 2.66348 1.29882 0.0954
H -2.91940 -0.44348 1.16497 0.1371
H -2.19604 0.76881 0.04646 0.1328
H 2.80161 1.17607 -1.08256 0.1830
```

Molecular weight, g mol⁻¹: 201.2
Kohn-Sham gap (spin up / spin down), eV: 7.549 / 7.548
Electronic energy, eV: -20091.4274
HOMO (spin up / spin down), eV: -6.77 / -6.77
Energy relative to the best compared isomer or geometry (same formula, charge and spin), kcal/mol: 153.7

---

Computed, not measured: the molecule C7H11N3S in a non-equilibrium geometry, with ωB97M-V/def2-TZVPD.

Geometry as XYZ:
```
22
Properties=species:S:1:pos:R:3:lowdin_charge:R:1
C 1.48006 -0.92611 -2.92312 -0.4880
C 2.99290 -0.62909 -1.14534 -0.2626
C 2.76366 -0.54763 -2.51270 -0.1417
C -0.79137 -0.57364 -0.56779 -0.4885
C -1.32820 1.46584 0.80676 -0.0403
C -0.35598 -0.69636 1.89683 -0.0758
C -0.42911 0.18834 0.63625 -0.4036
N 1.07401 -1.11468 -4.05029 0.0786
N 2.05060 -1.12596 -0.35614 -0.3552
N -1.76648 -0.79397 -1.26866 0.1169
S 0.70621 -1.71602 -1.15444 1.0988
H 3.73908 -0.22901 -0.52108 0.0947
H 3.38215 -0.05706 -3.22103 0.0886
H -0.98429 2.37976 1.34185 0.0953
H -2.22661 1.05438 1.25144 0.0749
H -1.57674 1.82039 -0.13837 0.0416
H -1.22392 -1.30492 2.09000 0.0719
H -0.24008 -0.07522 2.69832 0.0412
H 0.48677 -1.49802 1.91036 0.1105
H 0.68520 0.40845 0.61537 0.1282
H -2.71441 -0.55259 -0.96226 0.0900
H 0.02607 -1.34890 -4.31752 0.1246
```

Molecular weight, g mol⁻¹: 169.3
Kohn-Sham gap, eV: 7.986
Electronic energy, eV: -22738.8022
HOMO, eV: -7.48
Energy relative to the best compared isomer or geometry (same formula, charge and spin), kcal/mol: 77.2

---

Computed, not measured: the ion C7H11N4 with charge +1 in a non-equilibrium geometry, with ωB97M-V/def2-TZVPD.

Geometry as XYZ:
```
22
Properties=species:S:1:pos:R:3:lowdin_charge:R:1
H -1.20864 2.13505 0.95316 0.1276
N -2.03337 1.71655 0.45053 0.2575
N -1.79365 0.52082 0.13178 -0.1844
C -3.01286 -0.19728 -0.34025 0.0129
C -0.61376 -0.18082 0.05495 -0.0894
C -0.73756 -1.56322 0.00244 0.0186
N 0.32485 -2.35238 0.04580 0.0893
C 1.54925 -1.85699 0.27208 -0.0629
C 1.78372 -0.53891 0.28588 0.0085
C 0.75377 0.40351 -0.02290 -0.2142
N 0.99441 1.68362 -0.17389 0.0043
C 2.25319 2.19347 -0.22805 -0.1698
H -3.67336 0.74320 -0.36643 0.1286
H -2.97718 -0.82898 -1.24577 0.1172
H -3.40263 -0.71111 0.58955 0.1318
H -1.60003 -2.02685 -0.17108 0.0922
H 0.13828 -3.33754 -0.07668 0.1824
H 2.51436 -2.48180 0.22337 0.1780
H 2.70377 -0.27497 0.59326 0.0819
H 2.87475 1.85684 0.54824 0.0605
H 2.89806 1.81369 -1.13292 0.1364
H 2.26461 3.28410 -0.39307 0.0930
```

Total charge: +1
Molecular weight, g mol⁻¹: 151.2
Kohn-Sham gap (spin up / spin down), eV: 6.756 / 6.763
Electronic energy, eV: -13387.4599
HOMO (spin up / spin down), eV: -12.12 / -12.12
Energy relative to the best compared isomer or geometry (same formula, charge and spin), kcal/mol: 108.0

---

What did the seventh record say?
Computed, not measured: the molecule C7H11N3O2S in a non-equilibrium geometry, with ωB97M-V/def2-TZVPD.

Geometry as XYZ:
```
24
Properties=species:S:1:pos:R:3:lowdin_charge:R:1
C 3.23878 0.10346 0.25952 -0.0282
C 1.79206 0.46175 0.09238 -0.2568
N 1.43210 1.75657 0.13510 0.1295
N 0.16116 1.77816 -0.05820 -0.2097
C -0.73510 2.93144 -0.07287 0.0035
C -0.37379 0.52797 -0.11005 -0.2362
C 0.65003 -0.38254 0.01283 -0.1878
N 0.58440 -1.79504 -0.02672 0.0064
C -0.71024 -2.37231 -0.37040 -0.2378
C -1.83799 -1.66995 0.40950 -0.2102
S -2.08015 0.07638 0.01709 0.6539
O -2.73112 0.31114 -1.18889 -0.2713
O -2.65086 0.67171 1.21391 -0.3228
H 3.35924 -0.65045 0.91610 0.0238
H 3.59287 -0.39492 -0.72722 0.1077
H 3.89066 0.95994 0.41435 0.0785
H -1.52278 2.72246 0.76139 0.1130
H -0.07263 3.83405 0.14140 0.1134
H -1.22007 2.98402 -1.04304 0.0850
H 1.16398 -2.10106 -0.79007 0.1203
H -0.80899 -3.51767 -0.13003 0.1515
H -0.78500 -2.35893 -1.44743 0.1112
H -2.80756 -2.14736 0.09037 0.1256
H -1.52900 -1.72883 1.50094 0.1374
```

Molecular weight, g mol⁻¹: 201.3
Kohn-Sham gap, eV: 9.249
Electronic energy, eV: -26835.7381
HOMO, eV: -8.65
Energy relative to the best compared isomer or geometry (same formula, charge and spin), kcal/mol: 34.4